{"formula": "C39H45N3O5", "method": "wB97M-V/def2-TZVPD", "symbols": ["C", "H", "O", "C", "C", "C", "C", "C", "C", "H", "H", "C", "C", "C", "C", "C", "C", "C", "O", "C", "H", "H", "H", "H", "O", "C", "H", "H", "H", "C", "C", "C", "C", "C", "C", "C", "H", "H", "N", "C", "H", "H", "H", "C", "H", "H", "H", "H", "H", "H", "C", "H", "C", "N", "C", "C", "N", "C", "C", "C", "C", "C", "C", "H", "H", "H", "H", "H", "C", "C", "H", "H", "H", "H", "H", "H", "H", "H", "H", "H", "H", "O", "C", "O", "C", "H", "H", "H", "H", "H", "H", "H"], "xyz": [[-6.19661, -3.79326, 0.65172], [-6.21364, -4.53078, -0.15749], [-4.95836, -3.78519, 1.31814], [-3.84163, -3.45761, 0.60755], [-2.64288, -3.45187, 1.32041], [-1.45725, -3.11605, 0.70163], [-1.42804, -2.78068, -0.64806], [-2.62226, -2.80271, -1.35384], [-3.81986, -3.13504, -0.74409], [-4.72446, -3.13423, -1.33180], [-2.62125, -2.53829, -2.40031], [-0.16642, -2.32803, -1.35009], [0.03344, -0.85256, -1.10091], [0.86113, -0.43566, -0.06717], [1.11492, 0.90836, 0.19595], [0.43697, 1.85670, -0.57920], [-0.39791, 1.45960, -1.61677], [-0.57764, 0.11302, -1.90231], [-1.30942, -0.35122, -2.95435], [-1.71264, 0.56502, -3.94522], [-0.85633, 1.11483, -4.34898], [-2.15878, -0.03711, -4.73569], [-2.45918, 1.26817, -3.56555], [-0.90762, 2.19629, -2.21250], [0.67011, 3.16410, -0.27574], [-0.05461, 4.15604, -0.96034], [-1.13434, 4.00445, -0.86518], [0.22363, 5.09934, -0.49115], [0.21417, 4.19432, -2.02173], [2.18486, 1.32525, 1.18028], [3.48519, 0.71430, 0.69660], [4.03405, 1.18932, -0.49107], [5.18304, 0.64803, -1.02448], [5.84975, -0.40313, -0.38378], [5.29466, -0.87852, 0.80584], [4.13708, -0.33224, 1.32942], [3.74849, -0.74743, 2.24488], [5.76490, -1.68446, 1.34567], [6.96696, -0.98588, -0.97101], [7.48637, -2.21415, -0.42131], [6.67204, -2.91669, -0.25413], [8.03484, -2.06729, 0.52003], [8.17166, -2.65020, -1.14952], [8.00160, -0.14616, -1.52934], [7.60542, 0.82650, -1.80245], [8.81904, 0.00755, -0.81101], [8.41613, -0.61992, -2.42276], [5.55358, 1.03084, -1.96386], [3.53783, 1.99555, -1.01389], [2.27513, 2.41303, 1.10484], [1.84440, 0.98640, 2.63385], [1.59231, -0.06761, 2.72366], [0.71051, 1.85548, 3.17124], [-0.54331, 1.67375, 2.46731], [-1.21618, 0.42581, 2.75783], [-2.30097, 0.17948, 1.70169], [-2.97495, 1.41729, 1.37519], [-3.48098, 1.64803, 0.12605], [-3.84681, 0.56871, -0.69307], [-4.41342, 0.77758, -1.93195], [-4.62851, 2.06180, -2.40987], [-4.25950, 3.13678, -1.61917], [-3.69455, 2.93994, -0.37449], [-3.41439, 3.80504, 0.20786], [-4.40954, 4.14612, -1.97764], [-5.07822, 2.22185, -3.37867], [-4.69516, -0.07558, -2.53259], [-3.70484, -0.44105, -0.34431], [-2.88376, 2.40973, 2.40919], [-1.42597, 2.81598, 2.65517], [-1.11560, 3.58897, 1.94461], [-1.34628, 3.23514, 3.67425], [-3.30063, 1.97557, 3.32812], [-3.48990, 3.28021, 2.16362], [-3.01009, -0.57456, 2.07550], [-1.82769, -0.20897, 0.79690], [-0.49571, -0.38917, 2.70101], [-1.64911, 0.41611, 3.77543], [0.58988, 1.66449, 4.25513], [0.99542, 2.90430, 3.04873], [2.72657, 1.17860, 3.24891], [1.46575, -1.35249, 0.76741], [1.59515, -2.64608, 0.44287], [2.11893, -3.39136, 1.22925], [1.10122, -3.06858, -0.91891], [0.95313, -4.14887, -0.91290], [1.90612, -2.83512, -1.62362], [-0.31416, -2.47299, -2.42477], [-0.55110, -3.12645, 1.28655], [-2.66647, -3.71438, 2.36622], [-6.93452, -4.06914, 1.40348], [-6.44294, -2.80507, 0.24900]], "de_lowest_ev": 0.000, "lumo_ev": 0.658}

{"formula": "C39H46Br2N2OPSiV", "method": "wB97M-V/def2-TZVPD", "symbols": ["V", "Br", "C", "C", "C", "Br", "C", "C", "C", "C", "N", "C", "C", "O", "H", "H", "H", "H", "C", "C", "C", "C", "P", "N", "C", "C", "C", "C", "C", "C", "C", "C", "H", "H", "H", "H", "H", "H", "H", "H", "H", "H", "H", "H", "H", "H", "H", "H", "H", "H", "H", "H", "H", "H", "H", "H", "H", "H", "H", "C", "C", "C", "C", "C", "C", "Si", "C", "C", "C", "C", "C", "C", "C", "C", "C", "C", "C", "C", "H", "H", "H", "H", "H", "H", "H", "H", "H", "H", "H", "H", "H", "H", "H"], "xyz": [[0.20283, 0.09284, -0.01465], [-0.80554, -4.46194, -1.56350], [0.27671, -3.15786, -2.34545], [0.91042, -3.42594, -3.58819], [1.69266, -2.48668, -4.20467], [2.50615, -2.89352, -5.84632], [1.88336, -1.19771, -3.61026], [2.62832, -0.13884, -4.16439], [2.71176, 1.05879, -3.49717], [2.05650, 1.20340, -2.26708], [1.35850, 0.23105, -1.71938], [1.26207, -0.95954, -2.37047], [0.47285, -1.94712, -1.73612], [-0.10695, -1.58192, -0.56730], [0.75841, -4.39423, -4.04291], [3.12428, -0.27965, -5.11498], [3.27230, 1.88690, -3.90154], [2.11160, 2.13207, -1.70561], [-2.10856, 4.30986, -0.90193], [-2.84849, 3.40665, 0.10045], [-2.23408, 3.68336, 1.47465], [-4.32973, 3.80650, 0.11716], [-2.60420, 1.63169, -0.38814], [-1.04621, 1.20361, 0.02052], [-2.74093, 1.41308, -2.23503], [-1.52401, 2.04371, -2.95122], [-2.74614, -0.08826, -2.57033], [-4.02793, 2.01931, -2.80522], [-3.69560, 0.47228, 0.57074], [-3.72552, 0.91085, 2.04471], [-3.12889, -0.95909, 0.57235], [-5.12951, 0.44340, 0.02296], [-2.15421, 5.32716, -0.51600], [-2.56658, 4.31987, -1.88590], [-1.05637, 4.04224, -1.00151], [-2.16497, 4.76400, 1.58998], [-1.23131, 3.27369, 1.54270], [-2.82634, 3.30092, 2.30005], [-4.37556, 4.87643, 0.32656], [-4.89083, 3.30314, 0.90048], [-4.83290, 3.64166, -0.83458], [-0.61936, 2.05170, -2.34560], [-1.72558, 3.06258, -3.27011], [-1.31695, 1.45724, -3.84554], [-1.86061, -0.60697, -2.19867], [-2.74715, -0.17738, -3.65722], [-3.63113, -0.60373, -2.20498], [-4.07429, 3.09860, -2.68624], [-4.93123, 1.57885, -2.38415], [-4.03372, 1.81424, -3.87616], [-2.72391, 1.01190, 2.46808], [-4.24063, 0.12739, 2.59988], [-4.27503, 1.83469, 2.20659], [-2.14691, -1.00776, 1.05492], [-3.05661, -1.42558, -0.40324], [-3.80455, -1.56215, 1.18024], [-5.57834, 1.42984, -0.06650], [-5.73769, -0.12574, 0.72572], [-5.19756, -0.05702, -0.94004], [1.51844, -4.91658, 2.82356], [0.26459, -4.31955, 2.77098], [0.16360, -2.95017, 2.61221], [1.31264, -2.15222, 2.50045], [2.56696, -2.77481, 2.55574], [2.66667, -4.14635, 2.72151], [1.13668, -0.32191, 2.34952], [0.22148, 0.51814, 3.70889], [-0.06148, 1.88983, 3.70232], [-0.72892, 2.48556, 4.75466], [-1.13444, 1.71414, 5.83723], [-0.86566, 0.35442, 5.86759], [-0.19090, -0.24175, 4.81457], [2.49627, 0.53759, 1.43833], [3.25288, -0.21285, 0.51816], [4.36678, 0.32812, -0.10298], [4.73464, 1.63569, 0.17516], [3.99998, 2.40389, 1.07678], [2.89301, 1.86700, 1.69917], [1.59854, -5.98683, 2.95211], [-0.62728, -4.92323, 2.85750], [-0.82159, -2.49733, 2.57142], [3.47602, -2.18919, 2.49607], [3.63924, -4.61346, 2.77912], [0.25382, 2.50136, 2.86750], [-0.92869, 3.54779, 4.74217], [-1.65187, 2.17896, 6.66458], [-1.17221, -0.23972, 6.71604], [0.02456, -1.29973, 4.85801], [2.98953, -1.25017, 0.32448], [4.95240, -0.27017, -0.78627], [5.60985, 2.05949, -0.29797], [4.31425, 3.41237, 1.30602], [2.35439, 2.46292, 2.42525]], "de_lowest_ev": 0.000, "charge": 2, "lumo_ev": [-6.087, -7.264]}